No. 1
C16H22BrF6N6O7P2S3 | ωB97M-V with the def2-TZVPD basis set

```
63
Properties=species:S:1:pos:R:3:forces:R:3
C -0.622861 -2.236147 4.693710 -0.081 0.379 -0.816
C -1.923670 -2.661935 3.820443 -0.158 -0.171 0.425
C -1.641677 -2.705389 2.250145 0.669 0.281 -2.673
C -1.268123 -1.344462 1.571885 0.156 -2.158 -2.284
C -1.144357 0.055142 2.328843 -0.458 0.639 -0.829
N -2.535046 0.602242 2.565006 0.386 -0.041 -0.207
C -3.107327 1.143579 1.289201 -0.702 0.219 -0.016
C -0.989371 -1.350160 0.054708 -1.110 -3.162 1.246
C -1.122422 -2.646615 -0.797552 -0.488 0.654 2.791
C -1.478373 -4.013096 -0.183306 -0.857 4.231 1.740
P -1.573060 -5.542785 -1.268569 0.934 -0.859 -1.574
O -1.900672 -5.144870 -2.912616 -0.950 0.929 3.449
Br -3.423713 -6.797596 -0.703075 0.319 0.971 -0.085
C -1.711054 -4.016353 1.380589 1.067 2.608 -1.353
P -2.086831 -5.613764 2.336342 -0.548 1.151 0.990
S -3.924456 -5.668578 3.001539 0.173 -0.188 -0.335
C -0.797104 -2.123686 -2.248815 -0.529 0.107 -2.599
O -1.137637 -2.429198 -3.404548 0.737 0.153 4.270
N 0.078984 -0.911046 -2.093898 -1.637 -0.700 0.945
C 1.441832 -1.502451 -1.954985 2.126 0.179 -0.548
C 2.448636 -0.811922 -0.909468 1.447 0.091 -0.305
N 3.814505 -1.407656 -1.219716 -1.180 -0.941 -0.361
N 2.631597 0.652166 -1.105074 -1.099 -1.609 0.327
N 2.208607 -1.162145 0.520018 -0.194 0.607 -1.011
C -0.541715 -0.207970 -0.966258 -0.182 2.510 1.820
O -0.742261 1.032161 -0.838580 1.039 -5.580 -0.730
H -0.874584 -1.311646 5.326355 0.524 -1.396 -0.938
H -0.277501 -3.077136 5.389318 -0.468 1.207 -1.140
H 0.197100 -1.971781 3.922711 -1.008 -0.422 1.646
H -2.287568 -3.656974 4.256931 0.351 1.387 -1.107
H -2.779332 -1.910571 4.021446 1.410 -1.143 -0.624
H -0.540099 0.026041 3.294512 -1.019 -0.254 -1.291
H -0.640811 0.815613 1.619513 -0.263 -1.468 0.904
H -2.510407 1.339120 3.285202 0.167 -0.527 -0.631
H -2.442882 1.956175 0.843391 -0.806 -1.207 0.254
H -4.152302 1.607458 1.452887 1.668 -0.827 0.042
H -3.263780 0.258643 0.581457 0.394 1.416 0.770
H -2.633299 -4.471853 -2.873062 0.885 -0.593 -0.686
H -1.664123 -6.793839 1.646941 0.210 0.838 0.015
H -1.242846 -5.535268 3.517088 0.030 -0.074 -1.222
H 1.950100 -1.422306 -2.992047 -0.976 -0.045 1.586
H 1.457878 -2.637335 -1.716417 -0.414 1.686 -0.151
H 3.747052 -2.430388 -1.027512 0.245 0.835 -0.243
H 3.987427 -1.322121 -2.244187 -0.136 0.047 1.065
H 2.417898 1.188756 -0.258846 0.093 -0.154 -0.705
H 2.142402 0.994064 -1.937220 0.180 -0.027 0.827
H 1.526110 -0.542385 0.968504 0.250 -0.621 -0.346
H 2.001093 -2.157561 0.653290 -0.142 0.735 -0.066
C 1.150649 3.443798 -2.909949 -2.061 -0.436 0.017
F 1.558657 2.225527 -3.324698 0.372 0.532 -0.128
F 0.265244 3.881671 -3.831940 0.593 0.015 0.219
F 0.438328 3.234550 -1.782128 0.635 0.351 -0.277
S 2.532388 4.610501 -2.659461 1.587 -1.015 -0.450
O 3.151644 4.718626 -3.966870 -0.726 0.149 0.753
O 3.353384 3.975957 -1.643116 -0.893 0.513 -0.408
N 1.669165 5.856583 -2.185643 0.885 -0.049 -0.080
S 2.563025 7.125836 -1.848770 1.644 1.161 0.279
O 3.205480 7.775746 -2.976859 -0.774 -0.585 0.545
O 3.378815 7.036653 -0.649999 -0.890 -0.201 -0.694
C 1.206718 8.258202 -1.386719 -1.748 0.768 0.354
F 0.483282 7.796684 -0.340598 0.493 -0.034 -0.310
F 0.324438 8.444638 -2.395021 0.540 -0.184 0.179
F 1.648828 9.482857 -1.034454 0.290 -0.677 -0.233
```
Forces are in eV/Å.

Computed properties:
- electronic energy (Ha) = -6528.46149
- total charge = -1
- HOMO-LUMO gap (eV) = 6.4967

Mulliken population analysis, charges in e, atoms 1 to 2: number 1, C, carries -0.98; number 2, C, carries -0.46

---

No. 2
C6H15MnN3S | ωB97M-V with the def2-TZVPD basis set

```
26
Properties=species:S:1:pos:R:3:forces:R:3
Mn -0.004011 1.490139 -0.780011 0.014 1.489 0.440
C -0.697529 -1.281211 -1.228099 0.057 0.011 -0.011
C 0.700189 -1.024024 -1.774145 -0.020 0.007 -0.045
N 1.374238 0.025881 -0.942990 0.069 0.210 -0.172
C 1.772533 -0.428877 0.432374 0.006 0.022 0.050
C 1.397859 0.634572 1.453775 -0.019 -0.002 0.005
N 0.014402 1.125527 1.163314 -0.015 -0.033 0.025
C -1.072104 0.136090 1.494223 0.022 0.000 0.013
C -2.097722 0.080972 0.372717 -0.005 0.001 0.026
N -1.386566 0.026311 -0.943613 -0.111 0.230 -0.137
H -0.664462 -1.855639 -0.304260 -0.007 0.009 0.003
H -1.278404 -1.863977 -1.941331 -0.006 0.012 0.000
H 0.652344 -0.642952 -2.796746 0.000 0.003 0.014
H 1.286369 -1.944161 -1.793877 0.005 0.005 0.017
H 2.207665 0.340589 -1.437899 0.032 -0.023 -0.018
H 2.843332 -0.623310 0.466815 0.000 0.001 -0.010
H 1.273409 -1.374027 0.637850 -0.002 0.002 -0.009
H 2.063362 1.495158 1.380483 -0.001 0.005 -0.002
H 1.462390 0.240658 2.469380 0.006 -0.003 -0.003
H -0.143648 1.971929 1.703902 -0.001 0.012 -0.027
H -1.552235 0.414912 2.431028 -0.003 -0.001 -0.003
H -0.606072 -0.834269 1.654493 -0.006 -0.005 0.003
H -2.716098 0.979112 0.365241 -0.003 0.005 -0.001
H -2.755894 -0.780557 0.496823 -0.001 0.000 -0.006
H -2.067034 0.206619 -1.680460 -0.019 -0.027 -0.015
S -0.006303 3.484530 -0.898984 0.009 -1.930 -0.136
```
Forces are in eV/Å.

Computed properties:
- electronic energy (Ha) = -1950.39088
- ΔE to the lowest compared entry with this formula, charge and spin (kcal per mole) = 0.00
- total charge = +2
- multiplicity = 2
- HOMO-LUMO gap (spin up / spin down) (eV) = 7.6269 / 7.9064
- <S²> = 0.86

Mulliken population analysis, charges in e, atoms 1 to 2: number 1, Mn, carries 0.46; number 2, C, carries -0.57

---

No. 3
C30H30N4O6S2W | ωB97M-V with the def2-TZVPD basis set

```
73
Properties=species:S:1:pos:R:3:forces:R:3
W -0.073794 -0.249465 0.031323 -0.583 0.223 0.073
O 1.585734 -1.131758 -0.228654 0.605 -0.239 0.154
C 2.112039 -2.255889 -0.715105 -0.073 -0.068 -0.245
C 3.294837 -2.760208 -0.191275 -0.045 -0.016 -0.080
C 3.821523 -3.913294 -0.744715 0.052 0.041 0.082
C 3.211819 -4.557322 -1.824435 -0.016 -0.090 -0.088
C 2.058433 -4.042400 -2.362010 -0.014 0.061 0.046
C 1.484725 -2.888996 -1.796218 0.214 0.049 0.193
C 0.317313 -2.312779 -2.339816 -0.030 -0.005 -0.034
N -0.427181 -1.367961 -1.842673 -0.130 -0.010 -0.157
C -1.504942 -0.958526 -2.783271 -0.012 0.053 0.057
C -2.522455 -0.133564 -2.034189 0.068 -0.094 0.022
N -1.679665 0.734980 -1.208649 -0.114 0.226 -0.076
C -1.761417 1.997167 -1.460113 0.050 -0.134 0.034
C -0.740639 2.954125 -1.173821 0.176 0.043 0.063
C -0.977048 4.332205 -1.283979 0.033 -0.089 0.001
C 0.079199 5.212531 -1.252043 -0.046 0.071 -0.006
C 1.383050 4.720558 -1.189430 0.081 -0.026 -0.002
C 1.643600 3.363645 -1.112721 -0.068 -0.007 -0.110
C 0.575931 2.471018 -1.065562 -0.112 0.120 -0.039
O 0.799016 1.151569 -0.974801 0.211 -0.103 -0.063
H 3.779194 -2.260081 0.634842 -0.012 0.016 0.019
H 4.734661 -4.324214 -0.334187 -0.002 0.006 0.005
H 3.653920 -5.452647 -2.237301 0.003 0.004 0.002
H 1.581073 -4.521209 -3.207842 -0.017 0.009 -0.005
H 0.007069 -2.717660 -3.302940 -0.031 0.005 0.001
H -1.951186 -1.839072 -3.243997 -0.023 -0.006 0.022
H -1.045861 -0.347424 -3.563018 -0.021 -0.005 -0.018
H -3.187908 -0.743938 -1.435607 0.023 0.034 -0.011
H -3.126862 0.455599 -2.721466 0.024 0.010 -0.036
H -2.617817 2.347888 -2.033261 -0.013 -0.017 -0.018
H -1.991697 4.692718 -1.399369 -0.012 -0.011 0.001
H -0.094426 6.277256 -1.317406 -0.001 -0.003 -0.002
H 2.214016 5.413584 -1.219542 -0.004 0.005 -0.004
H 2.657128 2.988417 -1.116543 -0.015 -0.026 0.005
C -2.444461 -3.309453 -0.423587 -0.031 0.015 -0.003
C -2.942011 -2.178853 0.436018 -0.008 -0.112 0.003
C -4.244322 -2.452714 0.931824 -0.016 0.014 0.022
C -4.991226 -1.499160 1.531067 0.078 0.013 -0.033
C -4.429552 -0.215011 1.689943 0.042 -0.014 -0.009
C -5.187772 0.845085 2.232675 0.024 0.012 -0.009
C -4.635597 2.083567 2.392357 -0.071 -0.037 0.010
C -3.287252 2.273479 2.067025 0.084 0.011 -0.002
C -2.524862 1.244679 1.561573 -0.046 -0.049 -0.016
S -0.797558 1.445496 1.496492 -0.172 0.086 0.147
C -3.087027 -0.023882 1.301238 0.051 0.058 -0.009
N -2.329512 -1.011889 0.659882 -0.203 0.042 0.033
H -2.185458 -4.159556 0.207445 -0.020 -0.009 -0.011
H -1.590117 -3.082101 -1.032692 -0.010 0.012 0.029
H -3.272772 -3.619240 -1.061852 -0.017 -0.014 -0.011
H -4.639901 -3.443609 0.759637 -0.003 -0.004 -0.002
H -6.001543 -1.695674 1.866001 -0.006 -0.004 0.004
H -6.214724 0.649042 2.511534 -0.006 0.014 0.005
H -5.214935 2.902777 2.794289 -0.003 -0.002 0.000
H -2.819508 3.232447 2.253046 0.017 -0.004 -0.001
O 1.521660 0.549943 1.505082 -0.212 0.386 0.022
S 2.818421 1.323123 1.183428 0.098 -0.178 0.061
C 2.696122 2.860355 2.153408 -0.012 -0.030 0.016
C 3.917210 2.887675 3.065086 0.015 0.040 0.001
C 4.086391 1.457846 3.567177 -0.007 -0.014 0.009
C 4.023264 0.573455 2.326876 -0.007 -0.013 -0.054
H 1.774617 2.742179 2.726401 -0.022 -0.006 -0.036
H 2.599117 3.704853 1.475150 0.030 -0.011 0.013
H 3.762430 3.599443 3.874953 0.003 -0.010 0.006
H 4.804095 3.208726 2.514466 -0.002 -0.001 -0.005
H 3.277487 1.198091 4.251699 -0.005 0.008 -0.005
H 5.028877 1.312638 4.092383 -0.002 -0.003 0.004
H 3.661473 -0.438159 2.503900 0.021 -0.013 -0.017
H 4.975215 0.535281 1.795679 -0.013 0.023 -0.014
O 0.240908 -3.125832 2.784239 -0.119 0.017 0.000
N 0.017732 -2.444326 1.838237 0.189 -0.120 -0.147
O -0.048171 -1.146460 1.950378 0.090 -0.093 0.219
O -0.169594 -2.837474 0.672739 0.126 -0.037 -0.005
```
Forces are in eV/Å.

Computed properties:
- electronic energy (Ha) = -2694.55791
- ΔE to the lowest compared entry with this formula, charge and spin (kcal per mole) = 15.65
- total charge = +2
- HOMO-LUMO gap (eV) = 6.2638

Mulliken population analysis, charges in e, atoms 1 to 2: number 1, W, carries 3.26; number 2, O, carries -0.29

---

No. 4
C6H13OP | ωB97M-V with the def2-TZVPD basis set

```
21
Properties=species:S:1:pos:R:3:forces:R:3
C 1.445436 0.450115 0.755106 -0.155 1.468 0.166
C 0.083110 1.090486 1.196088 0.127 -0.404 -1.728
C 1.173436 0.053950 -0.694825 -0.856 -2.579 -0.373
C -0.668726 0.255568 2.163298 -2.375 1.230 0.557
C 1.190639 -1.593626 -0.890878 -0.448 3.056 -2.023
C -2.155412 -0.173899 -1.692581 2.152 1.805 2.469
O -0.436812 2.270427 -1.477114 0.119 2.795 -0.846
P -0.463541 1.075336 -0.674889 -0.113 -4.931 -0.413
H 2.240268 1.198622 0.914944 -0.125 -0.425 -0.298
H 1.647658 -0.407704 1.363503 0.251 -0.496 0.424
H 0.140093 2.135092 1.426919 0.145 0.552 0.464
H 1.892602 0.276151 -1.469801 0.089 1.078 0.002
H -1.017062 -0.636022 1.734776 -0.553 -1.371 -0.986
H -1.581131 0.742333 2.585737 0.522 -0.051 -0.582
H -0.189178 -0.088910 3.027917 1.557 -0.081 1.245
H 2.234641 -1.883271 -0.926490 0.074 -0.199 0.180
H 0.731485 -1.796710 -1.897074 0.450 0.018 0.924
H 0.647453 -2.102938 -0.156116 -0.719 -0.785 1.198
H -2.063274 -1.073468 -1.102301 -0.357 -0.427 -0.320
H -3.047095 0.423185 -1.462024 0.349 -0.340 -0.380
H -1.804592 -0.214717 -2.724194 -0.133 0.088 0.321
```
Forces are in eV/Å.

Computed properties:
- electronic energy (Ha) = -652.93471
- ΔE to the lowest compared entry with this formula, charge and spin (kcal per mole) = 27.53
- HOMO-LUMO gap (eV) = 9.2775

Mulliken population analysis, charges in e, atoms 1 to 2: number 1, C, carries -1.12; number 2, C, carries 0.24

---

No. 5
C20H28NNiO3 | ωB97M-V with the def2-TZVPD basis set

```
53
Properties=species:S:1:pos:R:3:forces:R:3
O 0.113777 1.514142 -0.185421 -0.124 1.900 -1.569
C 0.656136 2.035135 -1.467387 0.348 -0.855 -0.286
C -0.248022 3.252085 -1.522629 0.197 -0.441 0.634
H 0.462875 1.388320 -2.332980 0.274 -0.149 0.575
H 1.732977 2.238162 -1.359778 -0.301 -0.070 -0.062
C -0.679381 2.761131 -0.113413 -0.375 0.735 0.161
H -1.063327 3.151996 -2.249215 0.367 0.194 0.051
H 0.307757 4.197181 -1.601973 -0.544 -0.126 0.150
C -2.169257 2.497950 -0.021513 -0.226 -0.057 0.327
H -2.499868 1.847944 -0.839232 0.084 0.025 0.168
H -2.718108 3.448750 -0.091196 0.179 -0.147 -0.068
H -2.437499 2.037807 0.939925 -0.007 0.134 -0.453
C -0.186631 3.699169 0.980913 -0.077 -0.059 0.233
H 0.856364 3.987820 0.805574 -0.119 -0.149 0.091
H -0.273539 3.239972 1.973464 0.074 0.002 -0.181
H -0.792897 4.619389 0.981931 0.143 -0.262 -0.066
Ni 0.385735 -0.872491 1.365908 -0.729 -1.209 -0.008
C 2.212602 -1.973178 3.211708 0.081 0.853 -0.692
C 2.619495 -2.100141 1.862648 0.581 1.158 0.356
C 2.417493 -0.835575 1.180580 1.321 0.565 1.789
H 3.128397 -2.947760 1.411389 -0.425 0.009 0.096
C 1.902994 0.101055 2.165931 1.157 -0.760 0.173
C 1.678372 -0.656886 3.385812 0.818 -0.005 -0.477
H 1.218617 -0.253126 4.286728 0.214 -0.169 -0.252
H 2.387718 -2.703545 4.002982 -0.515 0.084 -0.365
H 2.839281 -0.504660 0.232349 -0.277 -0.424 0.136
H 1.944158 1.176622 2.029688 -0.438 -0.161 0.151
C -1.520481 -2.173605 3.290325 -0.672 0.745 -0.183
C -1.529656 -0.763370 3.456336 0.198 -0.861 0.116
C -1.442674 -0.139795 2.171887 -1.230 -0.873 -0.484
H -1.663473 -0.258567 4.416944 0.521 -0.064 -0.342
C -1.595286 -1.206658 1.169120 -1.427 0.498 2.358
C -1.608839 -2.456471 1.908833 -0.309 1.261 -0.130
H -1.717476 -3.428751 1.436052 0.278 0.171 0.218
H -1.472155 -2.917793 4.087163 -0.061 0.296 -0.259
H -1.547581 0.923602 1.989244 0.023 -0.392 0.141
H -1.959491 -1.035794 0.164742 0.433 -0.207 0.095
O -1.284504 0.000637 -3.300593 1.542 -0.397 0.327
C -0.701953 -0.771700 -2.200183 -0.758 -0.432 0.494
C 0.758975 -1.113299 -2.507173 -0.092 0.256 -0.125
H -1.262088 -1.715576 -2.090689 0.029 0.246 -0.135
H -0.832096 -0.224852 -1.252622 0.117 -0.067 -0.703
C 0.821317 -0.983229 -4.035279 0.092 0.005 -0.429
H 0.995018 -2.125975 -2.168296 -0.126 0.382 -0.151
H 1.452517 -0.446427 -1.971608 -0.242 -0.192 -0.315
C -0.492174 -0.292935 -4.472877 -0.505 0.066 0.293
H 0.865234 -1.995520 -4.478811 0.160 0.566 0.044
H 1.684782 -0.387618 -4.374116 -0.200 -0.388 0.080
H -1.094788 -0.972838 -5.093523 0.209 0.245 -0.156
H -0.316617 0.660207 -5.007301 -0.133 -0.448 0.133
O 0.700249 -4.689833 -0.209173 -0.074 -0.178 -0.051
C 0.550959 -3.508882 -0.050625 -0.075 2.274 0.246
N 0.416062 -2.322223 0.089431 0.624 -3.128 -1.692
```
Forces are in eV/Å.

Computed properties:
- electronic energy (Ha) = -2567.55820
- ΔE to the lowest compared entry with this formula, charge and spin (kcal per mole) = 8.19
- total charge = -1
- multiplicity = 3
- HOMO-LUMO gap (spin up / spin down) (eV) = 6.3497 / 6.3212
- <S²> = 2.05

Mulliken population analysis, charges in e, atoms 1 to 2: number 1, O, carries -0.01; number 2, C, carries 0.03

---

No. 6
C2H4HgMgO2 | ωB97M-V with the def2-TZVPD basis set

```
10
Properties=species:S:1:pos:R:3:forces:R:3
O 1.729601 0.259341 0.316160 1.098 -0.019 -0.177
C -0.605589 0.553220 0.092893 -1.876 3.248 -1.782
C -1.061329 -0.727554 -0.511082 2.681 0.393 -0.300
O -0.599968 -1.020579 0.800765 -1.726 -2.633 1.375
Hg 3.609143 1.595179 -0.397815 -0.786 -0.746 0.379
Mg 1.298272 -1.358153 1.127810 -0.110 1.190 -0.525
H -0.361079 1.263118 0.891413 2.579 -1.341 0.165
H -1.290496 1.320071 -0.296477 -2.295 0.017 0.245
H -0.569438 -1.044509 -1.438598 0.249 -0.600 0.553
H -2.149114 -0.840138 -0.585069 0.186 0.491 0.067
```
Forces are in eV/Å.

Computed properties:
- electronic energy (Ha) = -582.09773
- ΔE to the lowest compared entry with this formula, charge and spin (kcal per mole) = 108.48
- total charge = +1
- multiplicity = 2
- HOMO-LUMO gap (spin up / spin down) (eV) = 6.6291 / 6.5459
- <S²> = 0.84

Mulliken population analysis, charges in e, atoms 1 to 2: number 1, O, carries -0.71; number 2, C, carries -0.23